No. 1
ORCA calculation (ωB97M-V/def2-TZVPD) on a molecular structure, C6H10O2 in a non-equilibrium geometry.

Structure (ORCA input):
```
! RIJCOSX wB97M-V def2-TZVPD def2/J DEFGRID3
* xyz 0 1
C -2.2652 -0.2469 -0.0031
C -0.7643 -0.0416 0.0307
C 0.2345 -0.5927 -1.0146
C 1.2385 -0.1196 0.0096
C 0.9471 1.3461 0.0927
C 0.2100 -0.5953 1.0798
H -2.8016 0.2617 -0.8682
H -2.5084 -1.2879 -0.0582
H -2.5244 0.2000 0.9577
H 0.2024 -0.0766 -2.0038
H 0.0396 -1.7494 -1.0825
H 2.9482 0.0998 -0.7155
H 1.1650 1.6855 1.1703
H 1.4497 2.0416 -0.5817
H 0.0021 -1.6956 0.9915
H 0.3064 -0.1756 2.0736
O 2.6165 -0.4386 0.0235
O -0.4960 1.3852 -0.1015
*
```

Summary:
Kohn-Sham gap   10.19 eV
Calculated total energy   -385.02578 hartree
Relative energy (zero: lowest compared OMol25 entry of this formula, charge and spin)   2.085 eV

The net atomic charges from Löwdin, expressed in e, are:
1. C 0.005
2. C -0.499
3. C -0.035
4. C -0.505
5. C -0.121
6. C -0.005
7. H 0.112
8. H 0.068
9. H 0.088
10. H 0.136
11. H 0.161
12. H 0.105
13. H 0.152
14. H 0.131
15. H 0.140
16. H 0.122
17. O 0.029
18. O -0.087

No. 2
ORCA calculation (ωB97M-V/def2-TZVPD) on a molecular structure, C6H10O2 in a non-equilibrium geometry.

Structure (ORCA input):
```
! RIJCOSX wB97M-V def2-TZVPD def2/J DEFGRID3
* xyz 0 1
C -0.0976 -0.3859 -1.7240
C -1.6571 1.0030 0.5873
C -0.3121 -0.9050 -0.3478
C -0.5681 -0.0375 0.7726
O -0.1971 -2.2287 -0.2168
H -0.4078 -2.4927 0.6910
H -0.8380 -0.6502 1.6421
H 0.3884 -1.1275 -2.3542
H -1.0588 -0.0677 -2.1316
H 0.5346 0.5004 -1.6869
H -1.5657 1.5299 -0.3600
H -2.6599 0.5692 0.5851
H -1.6086 1.7116 1.4138
O 1.9131 -0.7948 0.6238
C 1.3274 0.5112 0.9402
C 1.8364 1.6542 1.0417
H 2.1923 -0.9047 -0.2994
H 2.7786 2.1152 0.8232
*
```

Summary:
Kohn-Sham gap (alpha / beta)   6.31 / 7.56 eV
Calculated total energy   -384.87733 hartree
Relative energy (zero: lowest compared OMol25 entry of this formula, charge and spin)   6.124 eV

The net atomic charges from Löwdin, expressed in e, are:
1. C -0.001
2. C -0.079
3. C -0.353
4. C -0.195
5. O 0.097
6. H 0.133
7. H 0.123
8. H 0.096
9. H 0.099
10. H 0.097
11. H 0.071
12. H 0.080
13. H 0.078
14. O -0.084
15. C -0.309
16. C 0.050
17. H 0.090
18. H 0.009

No. 3
ORCA calculation (ωB97M-V/def2-TZVPD) on a single C6H10O2P2 molecule in a non-equilibrium geometry.

Structure (ORCA input):
```
! RIJCOSX wB97M-V def2-TZVPD def2/J DEFGRID3
* xyz 0 1
C -0.3733 0.0550 1.9216
C 0.1681 -0.3943 -1.7615
C -0.2101 -1.1658 0.9335
C 1.3294 -0.3881 -0.7407
C -1.1326 -0.3173 -1.0884
C -0.2066 1.2683 1.0303
O 1.0820 -1.2052 0.3392
O -1.2121 -1.2994 -0.0278
P 1.5095 1.3255 -0.2390
P -1.6385 1.3023 -0.2217
H -1.3350 -0.0348 2.4235
H 0.3466 -0.1232 2.6052
H 0.3944 0.4018 -2.3756
H 0.2270 -1.3622 -2.3476
H -0.3165 -2.1262 1.4550
H 2.2402 -0.7824 -1.2569
H -2.0221 -0.5473 -1.7077
H -0.1083 2.1329 1.5400
H 2.3272 1.1073 0.7610
H -1.0694 2.1531 -1.2424
*
```

Summary:
Kohn-Sham gap   9.53 eV
Calculated total energy   -1067.72124 hartree
SMILES   C1[C@@H]2O[C@H]3C[C@@H](O2)P[C@@H]1P3
Relative energy (zero: lowest compared OMol25 entry of this formula, charge and spin)   0.000 eV

The net atomic charges from Löwdin, expressed in e, are:
1. C -0.159
2. C -0.214
3. C -0.360
4. C -0.596
5. C -0.509
6. C -0.531
7. O -0.095
8. O -0.108
9. P 0.993
10. P 0.949
11. H 0.118
12. H 0.072
13. H 0.062
14. H 0.147
15. H 0.163
16. H 0.136
17. H 0.117
18. H -0.001
19. H -0.119
20. H -0.066

No. 4
ORCA calculation (ωB97M-V/def2-TZVPD) on a molecular structure, C6H10O3 in a non-equilibrium geometry.

Structure (ORCA input):
```
! RIJCOSX wB97M-V def2-TZVPD def2/J DEFGRID3
* xyz 0 1
C 0.9059 -1.1036 0.4887
C -0.9409 -0.3528 -0.8002
C -0.9763 -0.1938 -2.3151
C -0.4301 0.9418 -0.1379
C 0.0803 -0.0622 1.5603
C 0.7992 0.7000 2.3934
O -0.0937 -1.4471 -0.4326
O 1.9805 -0.5026 -0.0169
O 0.6438 1.4836 -0.5460
H 1.6325 0.4496 -0.3965
H 1.1565 -1.9963 1.0660
H -1.9456 -0.5786 -0.4215
H -1.2337 1.6003 0.2204
H -0.8208 -0.5436 1.9292
H -1.3010 -1.1297 -2.7682
H 0.0162 0.0541 -2.6873
H -1.6681 0.6015 -2.5951
H 1.7119 1.1713 2.0522
H 0.4835 0.9081 3.4068
*
```

Summary:
Kohn-Sham gap   9.10 eV
Calculated total energy   -460.23047 hartree
Relative energy (zero: lowest compared OMol25 entry of this formula, charge and spin)   3.264 eV

The net atomic charges from Löwdin, expressed in e, are:
1. C -0.386
2. C -0.327
3. C -0.017
4. C -0.233
5. C -0.129
6. C 0.087
7. O -0.052
8. O 0.002
9. O -0.033
10. H 0.094
11. H 0.159
12. H 0.146
13. H 0.144
14. H 0.118
15. H 0.087
16. H 0.090
17. H 0.088
18. H 0.088
19. H 0.074

No. 5
ORCA calculation (ωB97M-V/def2-TZVPD) on a single C6H10O3S molecule in a non-equilibrium geometry.

Structure (ORCA input):
```
! RIJCOSX wB97M-V def2-TZVPD def2/J DEFGRID3
* xyz 0 1
C 0.7407 1.9053 -0.0169
C 0.4443 -1.6256 0.8541
C 1.5587 -0.5924 1.2046
C 1.9940 1.7925 -0.3478
C -0.8951 0.0052 -0.2124
C -2.3134 0.2390 -0.2866
O -0.4105 1.2413 0.2007
O 2.2469 -0.9796 -1.2495
O -0.7520 -0.9403 0.8160
S 2.5981 -0.0659 -0.1831
H 0.5077 2.9888 0.1130
H 0.7162 -2.0024 -0.2228
H 0.1195 -2.4812 1.5823
H 1.0200 0.1779 1.7455
H 2.1039 -1.0984 1.9392
H 2.7830 2.5564 -0.3941
H -0.3621 -0.2875 -1.1745
H -2.8012 -0.7431 -0.3001
H -2.6515 0.8813 -1.2443
H -2.6488 0.7077 0.7751
*
```

Summary:
Kohn-Sham gap   9.49 eV
Calculated total energy   -858.36581 hartree
Relative energy (zero: lowest compared OMol25 entry of this formula, charge and spin)   3.351 eV

The net atomic charges from Löwdin, expressed in e, are:
1. C -0.260
2. C -0.229
3. C -0.307
4. C -0.151
5. C -0.479
6. C -0.030
7. O -0.033
8. O -0.544
9. O -0.119
10. S 0.909
11. H 0.137
12. H 0.130
13. H 0.167
14. H 0.097
15. H 0.062
16. H 0.082
17. H 0.189
18. H 0.085
19. H 0.142
20. H 0.153

No. 6
ORCA calculation (ωB97M-V/def2-TZVPD) on a molecular structure, C6H10O5Sm in a non-equilibrium geometry.

Structure (ORCA input):
```
! RIJCOSX wB97M-V def2-TZVPD def2/J DEFGRID3
* xyz 2 7
O 2.5319 -3.0671 0.5187
C 1.9187 -2.0440 0.3426
C 1.8438 -0.9444 1.3846
O 0.9760 0.0996 1.0451
C -0.3857 -0.1729 1.2716
C -1.2189 1.0385 0.9375
O -1.1145 1.4098 -0.4506
C -0.2554 2.5307 -0.7184
H 1.5903 -1.3918 2.3616
H 2.8545 -0.5163 1.4735
H -0.5660 -0.4252 2.3315
H -0.7244 -1.0371 0.6694
H -2.2763 0.8210 1.1332
H -0.9161 1.9019 1.5426
H -0.2404 2.6837 -1.8032
H -0.6686 3.4217 -0.2308
H 0.7540 2.3117 -0.3532
O -1.8770 -2.0698 -2.1796
C -0.8321 -1.9668 -2.8517
O -0.5436 -0.9544 -3.5175
Sm -2.1378 0.2690 -2.2854
H 1.2872 -1.8977 -0.6217
*
```

Summary:
Kohn-Sham gap (alpha / beta)   3.33 / 5.62 eV
Calculated total energy   -1268.03989 hartree
Relative energy (zero: lowest compared OMol25 entry of this formula, charge and spin)   1.729 eV

The net atomic charges from Löwdin, expressed in e, are:
1. O 0.143
2. C -0.186
3. C -0.139
4. O -0.126
5. C -0.188
6. C -0.138
7. O -0.419
8. C -0.026
9. H 0.159
10. H 0.164
11. H 0.160
12. H 0.125
13. H 0.145
14. H 0.157
15. H 0.096
16. H 0.123
17. H 0.117
18. O -0.039
19. C -0.202
20. O -0.040
21. Sm 1.978
22. H 0.136

No. 7
ORCA calculation (ωB97M-V/def2-TZVPD) on a single C6H10OS molecule in a non-equilibrium geometry.

Structure (ORCA input):
```
! RIJCOSX wB97M-V def2-TZVPD def2/J DEFGRID3
* xyz 0 1
C 3.0337 -0.6036 -0.0831
C 0.7069 0.8883 0.5552
C -0.2366 -0.3253 0.6158
C -1.3700 0.1609 -0.2460
C -2.5956 -0.6639 -0.5417
C -1.2222 1.4816 -0.3713
H 2.5641 -1.6213 -0.1892
H 3.2310 -0.4498 0.9575
H 3.9708 -0.5249 -0.6087
H 1.1751 1.1591 1.4882
H 0.1512 -1.2686 0.2317
H -0.6336 -0.4998 1.6366
H -3.3955 -0.0191 -1.0198
H -2.3672 -1.4399 -1.2967
H -2.9915 -1.1527 0.3019
H -1.8815 2.1992 -0.8645
O -0.1099 1.9748 0.2019
S 1.9709 0.7050 -0.7677
*
```

Summary:
Kohn-Sham gap   9.08 eV
Calculated total energy   -708.00644 hartree
SMILES   CS[C@@H]1CC(C)=CO1
Relative energy (zero: lowest compared OMol25 entry of this formula, charge and spin)   1.193 eV

The net atomic charges from Löwdin, expressed in e, are:
1. C -0.407
2. C -0.580
3. C -0.138
4. C -0.283
5. C -0.053
6. C -0.117
7. H 0.047
8. H 0.023
9. H 0.018
10. H 0.114
11. H 0.107
12. H 0.132
13. H 0.097
14. H 0.081
15. H 0.052
16. H 0.140
17. O -0.100
18. S 0.866

No. 8
ORCA calculation (ωB97M-V/def2-TZVPD) on a single C6H10OS molecule in a non-equilibrium geometry.

Structure (ORCA input):
```
! RIJCOSX wB97M-V def2-TZVPD def2/J DEFGRID3
* xyz 0 1
C 0.2032 2.1273 2.4887
C 0.4346 1.6015 1.3978
C -1.5120 -0.3748 -0.1329
C 0.2796 -0.8076 -1.8228
C 0.8945 -1.0388 0.6355
C 0.1160 -0.3820 -0.4147
O 0.1857 2.2657 -1.1787
S 0.8805 1.2563 -0.3897
H -0.2090 2.4090 3.4173
H -1.7483 0.2284 0.6970
H -1.8250 0.0460 -1.0128
H -1.8833 -1.3121 0.0805
H 1.2563 -1.0217 -2.2049
H -0.2179 0.0122 -2.2985
H -0.3329 -1.5896 -2.0081
H 1.9575 -0.7721 0.3516
H 0.7595 -0.5792 1.6423
H 0.7608 -2.0684 0.7525
*
```

Summary:
Kohn-Sham gap   10.04 eV
Calculated total energy   -707.88709 hartree
Relative energy (zero: lowest compared OMol25 entry of this formula, charge and spin)   4.441 eV

The net atomic charges from Löwdin, expressed in e, are:
1. C 0.072
2. C -0.255
3. C 0.015
4. C -0.093
5. C -0.135
6. C -0.727
7. O -0.476
8. S 0.942
9. H 0.018
10. H 0.058
11. H 0.045
12. H 0.059
13. H 0.096
14. H 0.073
15. H 0.058
16. H 0.096
17. H 0.077
18. H 0.076

No. 9
ORCA calculation (ωB97M-V/def2-TZVPD) on a single C6H10OSi molecule in a non-equilibrium geometry.

Structure (ORCA input):
```
! RIJCOSX wB97M-V def2-TZVPD def2/J DEFGRID3
* xyz 0 1
C 1.0721 -0.3295 -1.9240
C 0.5722 -1.0889 -0.8731
C 1.7553 2.0910 -1.2760
C 0.7022 1.0356 -1.9923
C -1.0332 -1.8911 1.8006
C -0.9299 1.1464 1.3328
O 1.9261 1.9247 -0.1202
Si -0.3999 -0.5300 0.6021
H 1.7810 -0.7907 -2.6547
H 0.8298 -2.1196 -0.6509
H 0.6384 1.3650 -3.1205
H -0.3379 1.2621 -1.4604
H -2.0822 -1.9253 1.7011
H -0.5825 -2.7489 1.4755
H -0.7495 -1.6826 2.7474
H -1.8104 1.3341 0.8146
H -1.1016 1.0676 2.4900
H -0.2500 1.8801 1.1079
*
```

Summary:
Kohn-Sham gap (alpha / beta)   7.51 / 6.01 eV
Calculated total energy   -599.18458 hartree
Relative energy (zero: lowest compared OMol25 entry of this formula, charge and spin)   4.658 eV

The net atomic charges from Löwdin, expressed in e, are:
1. C -0.269
2. C -0.239
3. C -0.109
4. C -0.263
5. C -0.186
6. C -0.205
7. O 0.019
8. Si 0.836
9. H 0.118
10. H 0.030
11. H 0.126
12. H 0.124
13. H 0.015
14. H -0.016
15. H -0.017
16. H -0.014
17. H 0.085
18. H -0.038

No. 10
ORCA calculation (ωB97M-V/def2-TZVPD) on a single C6H10S molecule in a non-equilibrium geometry.

Structure (ORCA input):
```
! RIJCOSX wB97M-V def2-TZVPD def2/J DEFGRID3
* xyz 0 1
C -1.7533 -0.0314 0.1868
C -0.7918 -0.3539 1.0638
C -1.2150 0.1066 -1.2584
C 0.1003 -0.6017 -1.1025
C 0.5295 -0.3039 0.3773
C 1.1840 1.0982 0.4059
S 1.7587 -1.5478 0.9966
H -2.7282 0.1575 0.3545
H -0.9783 -0.6065 2.0621
H -1.8376 -0.3774 -2.0162
H -1.0604 1.1340 -1.5140
H -0.0329 -1.7509 -0.9873
H 0.9540 -0.4122 -1.8691
H 0.4741 1.6938 -0.0892
H 2.1892 0.9573 -0.0746
H 1.0719 1.5249 1.4018
H 2.1361 -0.6867 2.0627
*
```

Summary:
Kohn-Sham gap   9.87 eV
Calculated total energy   -632.74998 hartree
SMILES   C[C@@]1(S)C=CCC1
Relative energy (zero: lowest compared OMol25 entry of this formula, charge and spin)   1.619 eV

The net atomic charges from Löwdin, expressed in e, are:
1. C -0.044
2. C -0.099
3. C -0.177
4. C -0.220
5. C -0.852
6. C -0.102
7. S 0.716
8. H 0.061
9. H 0.092
10. H 0.111
11. H 0.095
12. H 0.127
13. H 0.145
14. H 0.049
15. H 0.098
16. H 0.081
17. H -0.082

> Which formula does entry 3 have?

C6H10O2P2

Please write out number 5 again, unchanged.
ORCA calculation (ωB97M-V/def2-TZVPD) on a single C6H10O3S molecule in a non-equilibrium geometry.

Structure (ORCA input):
```
! RIJCOSX wB97M-V def2-TZVPD def2/J DEFGRID3
* xyz 0 1
C 0.7407 1.9053 -0.0169
C 0.4443 -1.6256 0.8541
C 1.5587 -0.5924 1.2046
C 1.9940 1.7925 -0.3478
C -0.8951 0.0052 -0.2124
C -2.3134 0.2390 -0.2866
O -0.4105 1.2413 0.2007
O 2.2469 -0.9796 -1.2495
O -0.7520 -0.9403 0.8160
S 2.5981 -0.0659 -0.1831
H 0.5077 2.9888 0.1130
H 0.7162 -2.0024 -0.2228
H 0.1195 -2.4812 1.5823
H 1.0200 0.1779 1.7455
H 2.1039 -1.0984 1.9392
H 2.7830 2.5564 -0.3941
H -0.3621 -0.2875 -1.1745
H -2.8012 -0.7431 -0.3001
H -2.6515 0.8813 -1.2443
H -2.6488 0.7077 0.7751
*
```

Summary:
Kohn-Sham gap   9.49 eV
Calculated total energy   -858.36581 hartree
Relative energy (zero: lowest compared OMol25 entry of this formula, charge and spin)   3.351 eV

The net atomic charges from Löwdin, expressed in e, are:
1. C -0.260
2. C -0.229
3. C -0.307
4. C -0.151
5. C -0.479
6. C -0.030
7. O -0.033
8. O -0.544
9. O -0.119
10. S 0.909
11. H 0.137
12. H 0.130
13. H 0.167
14. H 0.097
15. H 0.062
16. H 0.082
17. H 0.189
18. H 0.085
19. H 0.142
20. H 0.153